Record 1
DFT (ωB97M-V with the def2-TZVPD basis set) results for a molecular structure, C11H24AlF6O15S5 at a distorted geometry.

Geometry as XYZ:
```
62
Properties=species:S:1:pos:R:3:lowdin_charge:R:1
Al 18.21190 5.69396 22.89214 1.404
C 20.98483 1.43261 20.78797 -0.592
F 19.87342 0.70003 21.01134 0.127
F 22.03815 0.67340 20.94321 0.196
F 20.90080 1.80934 19.47763 0.117
S 20.90315 2.95968 21.97321 0.532
O 22.13985 3.68690 21.87319 -0.162
O 19.79712 3.78954 21.55859 -0.287
O 20.65154 2.39155 23.28636 -0.212
C 16.50220 7.34961 18.01321 -0.524
F 17.19806 8.50417 17.86084 0.137
F 15.55423 7.30241 16.98827 0.097
F 17.31291 6.31581 17.73028 0.116
S 15.71445 7.04950 19.79027 0.613
O 16.86577 7.07030 20.70447 -0.308
O 14.76752 8.16513 19.86758 -0.165
O 15.07367 5.72166 19.62263 -0.198
O 18.94328 7.38796 25.18555 -0.384
S 19.05531 8.58982 25.97204 0.694
O 19.45528 9.85461 25.36546 -0.274
O 17.62047 8.85787 26.73054 -0.255
C 17.42230 9.95922 27.53756 -0.348
C 16.09953 9.80378 28.12056 -0.068
C 20.16664 8.23724 27.47017 -0.054
H 17.52399 10.81855 26.87476 0.130
H 18.10333 10.04664 28.38411 0.125
H 16.12005 9.00190 28.85857 0.090
H 15.41201 9.36495 27.39749 0.094
H 15.83671 10.74602 28.60140 0.101
H 20.32868 9.20542 27.94394 0.073
H 21.03683 7.68782 27.11100 0.038
H 19.64568 7.52902 28.11448 0.073
O 19.33815 4.04563 27.83661 -0.287
S 20.11213 4.11115 26.57168 0.706
O 19.52996 4.56295 25.29821 -0.388
O 21.29239 5.23108 26.88107 -0.305
C 21.95290 5.24158 28.17890 -0.241
C 23.19939 6.14271 28.05700 -0.052
C 21.08607 2.60588 26.38046 -0.100
H 22.19739 4.30892 28.68730 0.124
H 21.18674 5.76338 28.75233 0.100
H 22.87735 7.18369 28.02979 0.060
H 23.81141 5.95839 27.17408 0.085
H 23.92477 6.04779 28.86503 0.085
H 22.04971 2.74964 25.89175 0.085
H 20.48363 1.99537 25.70782 0.057
H 21.24691 2.13722 27.35133 0.080
O 16.89462 3.79253 21.00246 -0.413
S 16.34569 2.57070 20.35376 0.756
O 16.59718 1.24661 20.88885 -0.279
O 14.65043 2.81103 20.14220 -0.263
C 14.04295 1.71515 19.42555 -0.301
C 12.61894 2.10126 19.05781 -0.050
C 16.86476 2.52389 18.46133 -0.039
H 14.20002 0.80072 19.99762 0.115
H 14.57436 1.41523 18.52237 0.097
H 11.82785 1.48798 18.62634 0.089
H 12.68049 3.07209 18.56608 0.084
H 12.10578 2.21926 20.01219 0.078
H 16.20116 3.19864 17.92054 0.067
H 16.82311 1.49144 18.11434 0.064
H 17.91990 2.78557 18.38193 0.059
```

Computed properties:
charge = +1
ΔE to the lowest compared entry with this formula, charge and spin = 0.0 kcal per mole
calculated total energy = -4394.06112 Eh
frontier orbital gap = 0.100 Ha
LUMO energy = -10.44 eV
highest occupied orbital energy = -13.16 eV

Record 2
DFT (ωB97M-V with the def2-TZVPD basis set) results for a molecular structure, B2H28NiO10 at a distorted geometry.

Geometry as XYZ:
```
41
Properties=species:S:1:pos:R:3:lowdin_spin:R:1
Ni 0.57914 1.66939 -0.67751 1.785
B -0.20193 0.12001 0.64559 0.037
H 0.71643 0.40072 1.13758 0.006
H -0.90321 0.94003 0.64873 0.001
H -0.04549 -0.07736 -0.40361 0.017
H -0.70632 -0.71774 1.10167 0.016
B 0.02619 1.15397 -2.64671 0.048
H 1.05454 1.21410 -2.32554 0.022
H -0.70951 1.50801 -1.94126 0.010
H 0.02868 1.83154 -3.48643 0.014
H -0.27779 0.13409 -2.82474 0.007
O 0.21028 -3.66720 -0.73521 0.090
H -0.05938 -4.02996 -1.57896 -0.001
H 0.55007 -2.79739 -0.94550 -0.002
O 1.20735 2.93842 1.10239 0.013
H 0.73097 3.18461 1.89530 0.000
H 2.07041 3.33896 1.20684 0.001
O 3.27326 1.01889 2.42524 0.001
H 3.40216 1.91972 2.72210 0.000
H 2.80034 0.59545 3.14167 0.000
O -1.02136 3.28359 -0.68582 0.020
H -1.69086 3.59906 -1.29283 0.001
H -1.13307 3.82370 0.09651 0.001
O -2.09020 -1.39300 -0.91000 0.649
H -2.21876 -2.20690 -0.42290 -0.005
H -1.25933 -1.04699 -0.58416 0.005
O 1.28395 -1.64629 -2.49118 0.006
H 1.86232 -1.85559 -3.22461 0.000
H 0.77357 -0.89554 -2.79469 0.000
O 0.06890 -3.00384 2.28841 0.005
H -0.07636 -2.10453 1.99453 0.001
H 0.26953 -3.48851 1.48775 0.000
O -2.93601 -2.78797 1.54497 0.210
H -2.86906 -1.84515 1.69610 -0.003
H -2.03057 -3.09813 1.55874 0.000
O -3.19675 0.81438 1.42749 0.009
H -3.66733 0.51560 0.64932 0.000
H -2.27707 0.62889 1.23776 0.000
O 2.51154 0.83678 -0.18896 0.035
H 3.30141 0.48289 -0.59773 0.002
H 2.64933 0.70929 0.74965 0.001
```

Computed properties:
charge = +1
ΔE to the lowest compared entry with this formula, charge and spin = 0.0 kcal per mole
calculated total energy = -2326.60749 Eh
multiplicity = 4
frontier orbital gap (spin up / spin down) = 0.390 / 0.147 Ha
LUMO energy (spin up / spin down) = -3.21 / -9.91 eV
highest occupied orbital energy (spin up / spin down) = -13.83 / -13.93 eV

Record 3
DFT (ωB97M-V with the def2-TZVPD basis set) results for 2 unconnected molecules or ions with the total composition C2H2NO3 at a distorted geometry.

Geometry as XYZ:
```
8
Properties=species:S:1:pos:R:3:lowdin_charge:R:1
C -1.07814 0.14791 -1.22685 -0.572
C 1.85883 1.28075 1.42957 -0.459
N -1.37024 -1.20765 -0.99018 -0.085
O 2.58191 0.49823 0.97104 0.171
O -0.20628 0.63434 -0.45014 -0.269
O 1.27691 2.09294 2.02349 0.171
H -2.10071 -1.66330 -1.51858 0.006
H -0.96228 -1.78322 -0.23835 0.037
```

Computed properties:
charge = -1
ΔE to the lowest compared entry with this formula, charge and spin = 54.8 kcal per mole
calculated total energy = -357.91187 Eh
frontier orbital gap = 0.186 Ha
LUMO energy = 3.54 eV
highest occupied orbital energy = -1.53 eV

Record 4
DFT (ωB97M-V with the def2-TZVPD basis set) results for a molecular structure, C5H8O3 at a distorted geometry.

Geometry as XYZ:
```
16
Properties=species:S:1:pos:R:3:lowdin_charge:R:1
C 0.37610 -0.83709 -1.19377 -0.305
C 0.16234 -1.62414 0.20947 0.002
C -0.36016 -0.33533 0.74331 -0.331
C -0.28935 1.77302 1.10252 -0.110
C 0.51315 0.28271 -0.27915 -0.353
H -0.77517 0.16480 -2.22329 0.096
H 1.34885 -0.99767 -1.65681 0.146
H -0.43899 -2.60366 0.12661 0.144
H 1.15320 -1.84134 0.59474 0.117
H -1.32134 -0.03958 0.30937 0.169
H -1.35998 1.86059 1.10443 0.119
H 0.11926 2.62665 1.62899 0.136
H 1.53603 0.23159 0.01180 0.160
O -0.67231 -0.76321 -2.06462 0.042
O -0.12995 0.47641 1.83902 -0.021
O 0.13834 1.62628 -0.25262 -0.011
```

Computed properties:
charge = 0
ΔE to the lowest compared entry with this formula, charge and spin = 102.0 kcal per mole
calculated total energy = -420.89351 Eh
frontier orbital gap = 0.381 Ha
LUMO energy = 0.89 eV
highest occupied orbital energy = -9.47 eV

Please write out number 2 again, unchanged.
DFT (ωB97M-V with the def2-TZVPD basis set) results for a molecular structure, B2H28NiO10 at a distorted geometry.

Geometry as XYZ:
```
41
Properties=species:S:1:pos:R:3:lowdin_spin:R:1
Ni 0.57914 1.66939 -0.67751 1.785
B -0.20193 0.12001 0.64559 0.037
H 0.71643 0.40072 1.13758 0.006
H -0.90321 0.94003 0.64873 0.001
H -0.04549 -0.07736 -0.40361 0.017
H -0.70632 -0.71774 1.10167 0.016
B 0.02619 1.15397 -2.64671 0.048
H 1.05454 1.21410 -2.32554 0.022
H -0.70951 1.50801 -1.94126 0.010
H 0.02868 1.83154 -3.48643 0.014
H -0.27779 0.13409 -2.82474 0.007
O 0.21028 -3.66720 -0.73521 0.090
H -0.05938 -4.02996 -1.57896 -0.001
H 0.55007 -2.79739 -0.94550 -0.002
O 1.20735 2.93842 1.10239 0.013
H 0.73097 3.18461 1.89530 0.000
H 2.07041 3.33896 1.20684 0.001
O 3.27326 1.01889 2.42524 0.001
H 3.40216 1.91972 2.72210 0.000
H 2.80034 0.59545 3.14167 0.000
O -1.02136 3.28359 -0.68582 0.020
H -1.69086 3.59906 -1.29283 0.001
H -1.13307 3.82370 0.09651 0.001
O -2.09020 -1.39300 -0.91000 0.649
H -2.21876 -2.20690 -0.42290 -0.005
H -1.25933 -1.04699 -0.58416 0.005
O 1.28395 -1.64629 -2.49118 0.006
H 1.86232 -1.85559 -3.22461 0.000
H 0.77357 -0.89554 -2.79469 0.000
O 0.06890 -3.00384 2.28841 0.005
H -0.07636 -2.10453 1.99453 0.001
H 0.26953 -3.48851 1.48775 0.000
O -2.93601 -2.78797 1.54497 0.210
H -2.86906 -1.84515 1.69610 -0.003
H -2.03057 -3.09813 1.55874 0.000
O -3.19675 0.81438 1.42749 0.009
H -3.66733 0.51560 0.64932 0.000
H -2.27707 0.62889 1.23776 0.000
O 2.51154 0.83678 -0.18896 0.035
H 3.30141 0.48289 -0.59773 0.002
H 2.64933 0.70929 0.74965 0.001
```

Computed properties:
charge = +1
ΔE to the lowest compared entry with this formula, charge and spin = 0.0 kcal per mole
calculated total energy = -2326.60749 Eh
multiplicity = 4
frontier orbital gap (spin up / spin down) = 0.390 / 0.147 Ha
LUMO energy (spin up / spin down) = -3.21 / -9.91 eV
highest occupied orbital energy (spin up / spin down) = -13.83 / -13.93 eV